The following is a DFT calculation (wB97M-V/def2-TZVPD) of a 2-piece molecular cluster, C7H10O3 overall at a distorted geometry.

Last column: Mulliken charge in e.
Geometry (Å):
C (2.390243, -1.066854, -0.807534)  -1.369
C (1.395409, -1.033388, 0.352294)  0.571
C (1.252635, 0.302716, 1.040282)  -0.592
C (-0.003082, 0.766286, 1.055859)  -0.731
C (-0.930352, -0.234096, 0.459854)  1.225
C (-2.393367, -0.198034, 0.590473)  -0.740
O (-1.986196, 0.200789, -0.644106)  -0.522
C (-0.035350, -1.338085, -0.077740)  -0.024
O (-0.408145, -2.270623, -0.744114)  -0.563
H (2.133092, -0.313204, -1.564582)  0.355
H (3.402904, -0.855612, -0.439474)  0.367
H (2.396257, -2.057114, -1.281986)  0.342
H (1.681403, -1.807125, 1.087217)  0.251
H (2.110368, 0.826160, 1.465126)  0.418
H (-0.304163, 1.781109, 1.314712)  0.382
H (-2.152716, -1.254239, 1.168368)  0.286
H (-2.851713, 0.560920, 1.237434)  0.278
O (-1.665535, 2.808209, -1.684456)  -0.666
H (-1.676698, 1.907192, -1.323247)  0.445
H (-2.354996, 3.274994, -1.204381)  0.289

Forces on the atoms, in the same order (eV/Å):
0.14 0.05 -0.13
-0.01 -0.16 0.41
-0.03 0.20 0.07
0.19 0.15 -1.16
1.41 3.93 -1.74
0.92 -2.68 4.30
1.47 -1.50 0.25
-0.60 -0.79 0.08
0.22 0.47 0.32
0.06 -0.20 0.18
-0.23 -0.04 -0.11
-0.06 0.29 0.13
-0.08 0.12 -0.22
-0.24 -0.12 -0.17
-0.03 -0.43 0.30
-3.36 0.82 -2.30
0.27 -0.30 -0.17
0.13 -0.02 0.10
-0.13 0.21 -0.12
-0.02 -0.01 -0.04

Calculated values
LUMO energy: 0.071 eV
charge: 0
relative energy (zero: lowest compared OMol25 entry of this formula, charge and spin): 362.1 kJ/mol
Kohn-Sham gap: 9.41 eV
HOMO energy: -9.342 eV
SMILES string: C[C@H]1C=C[C@]2(CO2)C1=O.O

=====

The following is a DFT calculation (wB97M-V/def2-TZVPD) of a 2-piece molecular cluster, C7H10O3Si overall at a distorted geometry.

Last column: Mulliken charge in e.
Geometry (Å):
C (3.447084, 0.424234, 0.253632)  -0.394
C (2.494563, 0.507816, 1.301836)  -0.558
C (2.987455, 0.244627, -1.004513)  -0.399
C (1.151082, 0.328828, 1.031014)  -0.425
C (1.611367, 0.020613, -1.243099)  -0.433
C (0.723033, 0.042400, -0.238900)  0.491
C (-1.958412, -1.931936, -0.351571)  -0.964
O (-1.954190, 1.066774, -0.433697)  -0.423
O (-4.307079, 0.976274, 1.312525)  -0.583
O (-1.794271, 0.738599, -1.838385)  -0.268
Si (-1.119309, -0.267191, -0.675086)  0.577
H (4.511516, 0.582304, 0.310971)  0.373
H (2.906822, 0.780666, 2.284742)  0.315
H (3.710689, 0.224123, -1.863478)  0.286
H (0.477173, 0.263926, 1.805997)  0.476
H (1.393250, -0.093216, -2.289739)  0.310
H (-3.067594, -1.853526, -0.184783)  0.333
H (-1.721406, -2.631443, -1.210261)  0.317
H (-1.529604, -2.347261, 0.594036)  0.310
H (-4.471577, 1.782795, 1.633301)  0.283
H (-3.490601, 1.140585, 0.805451)  0.375

Forces on the atoms, in the same order (eV/Å):
-0.62 0.56 0.70
1.55 0.42 -0.05
-0.27 -0.67 -2.03
1.93 -0.35 0.21
2.91 0.46 -1.79
-2.88 -0.75 -0.71
0.23 -0.23 -0.05
-2.92 4.65 11.85
1.57 -4.43 -2.16
1.54 -2.79 -11.59
1.62 -1.97 0.52
0.12 0.04 0.86
-0.68 -0.36 -0.27
-0.89 0.03 0.89
-1.40 0.29 1.78
-0.68 -0.25 -0.19
1.07 0.10 -0.42
-0.39 0.64 1.06
-0.21 0.16 -0.80
-1.39 4.81 2.18
-0.21 -0.36 0.02

Calculated values
LUMO energy (alpha / beta): 0.556 / -1.736 eV
charge: 0
Kohn-Sham gap (alpha / beta): 6.49 / 8.06 eV
HOMO energy (alpha / beta): -5.930 / -9.794 eV
spin multiplicity: 3